(1)
This record from the Open Molecules 2025 dataset describes one molecule with the formula C3H7ClS. The level of theory is ωB97M-V/def2-TZVPD.

Positions of all 12 atoms, in Å:
S (2.11, -0.67, -0.03)
C (1.39, 1.00, 0.28)
C (-0.07, 1.07, -0.24)
C (-0.67, -0.20, 0.15)
Cl (-2.52, -0.27, -0.04)
H (3.11, -0.47, -1.09)
H (1.96, 1.81, -0.09)
H (1.44, 0.79, 1.31)
H (0.03, 1.34, -1.39)
H (-0.68, 1.89, 0.09)
H (-0.57, -0.13, 1.25)
H (-0.15, -1.11, -0.09)

Values from the calculation:
orbital gap = 9.909 eV
E_LUMO = 0.0234 Ha
structure (SMILES) = SCCCCl
max |F| = 4.194 eV Å⁻¹
HOMO = -0.341 Eh
E_tot = -26580.9612 eV
spin multiplicity = 1

(2)
This record from the Open Molecules 2025 dataset describes a 2-piece molecular cluster, C5H7NO overall. The level of theory is ωB97M-V/def2-TZVPD.

Positions of all 14 atoms, in Å:
C (-2.18, 0.25, 0.21)
C (-0.74, -0.14, 0.02)
C (-0.26, -1.37, -0.25)
O (1.10, -1.36, -0.44)
C (1.49, -0.07, -0.33)
N (2.86, 0.12, -0.27)
C (0.41, 0.73, -0.01)
H (-2.35, 0.70, 1.19)
H (-2.84, -0.62, 0.12)
H (-2.50, 0.98, -0.54)
H (-0.75, -2.33, -0.36)
H (2.20, 0.21, 1.03)
H (3.16, 1.10, -0.22)
H (0.38, 1.80, -0.13)

Values from the calculation:
orbital gap = 7.929 eV
E_LUMO = 0.0074 Ha
max |F| = 4.696 eV Å⁻¹
HOMO = -0.284 Eh
E_tot = -8832.2572 eV
spin multiplicity = 1

(3)
This record from the Open Molecules 2025 dataset describes C8H18AlF3O4 as an isolated structure. The level of theory is ωB97M-V/def2-TZVPD.

Positions of all 34 atoms, in Å:
Al (8.21, 3.91, 22.11)
C (6.47, 3.76, 24.49)
O (7.63, 3.49, 25.27)
O (7.03, 4.09, 23.19)
C (5.35, 2.72, 24.79)
F (4.31, 2.94, 24.02)
F (5.59, 1.41, 24.67)
F (4.81, 2.83, 26.02)
C (7.68, 3.65, 26.73)
C (8.84, 2.69, 27.12)
H (8.49, 1.72, 26.77)
H (9.79, 3.02, 26.68)
H (8.96, 2.64, 28.20)
H (6.78, 3.41, 27.29)
H (7.99, 4.66, 26.99)
H (6.16, 4.70, 24.95)
C (4.86, 4.37, 22.36)
C (5.57, 3.09, 21.95)
O (6.62, 3.48, 21.13)
H (4.88, 4.99, 21.46)
H (5.45, 4.89, 23.12)
H (3.84, 4.12, 22.61)
H (4.87, 2.35, 21.56)
H (6.14, 2.61, 22.75)
H (6.34, 3.45, 20.21)
C (6.04, 6.87, 20.73)
C (7.45, 6.44, 20.87)
O (7.49, 5.49, 21.97)
H (5.95, 7.68, 20.00)
H (5.67, 7.19, 21.70)
H (5.32, 6.16, 20.34)
H (8.14, 7.27, 21.04)
H (7.99, 5.97, 20.06)
H (7.03, 5.92, 22.69)

Values from the calculation:
orbital gap = 4.646 eV
charge = +2
E_LUMO = -0.4525 Ha
max |F| = 10.862 eV Å⁻¹
HOMO = -0.623 Eh
E_tot = -31503.1834 eV
spin multiplicity = 1

(4)
This record from the Open Molecules 2025 dataset describes C27H52Cl2InN3O4Si as an isolated structure. The level of theory is ωB97M-V/def2-TZVPD.

Positions of all 90 atoms, in Å:
C (2.92, -2.58, -2.79)
C (2.35, -1.83, -3.96)
H (2.50, -3.60, -2.77)
H (2.68, -2.09, -1.83)
H (4.01, -2.67, -2.92)
C (2.42, -2.36, -5.20)
C (2.95, -3.72, -5.47)
H (2.16, -1.77, -6.06)
H (2.50, -4.48, -4.82)
H (4.04, -3.80, -5.37)
H (2.71, -3.98, -6.51)
In (0.95, 0.52, 1.13)
Cl (2.19, 1.95, -0.39)
C (-0.76, 3.02, 1.14)
O (-0.88, 1.78, 1.42)
N (-1.72, 3.74, 0.56)
C (-3.06, 3.21, 0.32)
C (-1.34, 4.92, -0.18)
H (0.17, 3.55, 1.35)
H (-3.46, 2.77, 1.25)
H (-3.09, 2.44, -0.47)
H (-3.70, 4.05, 0.02)
H (-0.49, 5.40, 0.32)
H (-2.18, 5.61, -0.23)
H (-1.01, 4.69, -1.21)
H (-3.34, 1.93, 5.28)
H (-2.34, 1.12, 7.79)
C (-3.33, 0.84, 5.12)
C (-2.38, 0.13, 7.32)
N (-2.25, 0.21, 5.87)
H (-3.17, 0.63, 4.06)
C (-1.02, 0.14, 5.32)
O (-0.75, 0.52, 4.16)
H (-1.55, -0.47, 7.70)
H (-0.26, -0.30, 5.99)
H (-4.28, 0.42, 5.45)
H (-3.33, -0.34, 7.59)
H (-0.65, -5.13, 3.41)
H (-0.21, -3.56, 0.25)
C (-1.56, -4.78, 2.90)
C (-1.19, -3.93, 0.60)
N (-1.30, -3.66, 2.02)
H (-2.30, -4.51, 3.66)
C (-1.16, -2.40, 2.51)
O (-1.00, -1.37, 1.83)
H (-1.98, -3.43, 0.03)
H (-1.21, -2.35, 3.62)
H (-1.94, -5.62, 2.29)
H (-1.23, -5.02, 0.45)
O (1.05, -0.20, -2.65)
C (1.93, -0.37, -3.73)
C (0.45, -0.22, -5.77)
C (1.38, 0.37, -4.93)
H (0.19, -1.29, -5.68)
C (-0.09, 0.52, -6.83)
H (2.86, 0.13, -3.38)
C (1.80, 1.69, -5.11)
H (-0.78, 0.06, -7.53)
C (0.36, 1.83, -7.04)
C (1.28, 2.42, -6.18)
H (2.59, 2.04, -4.42)
H (0.00, 2.41, -7.89)
H (1.68, 3.41, -6.32)
Si (-0.67, -0.21, -2.33)
Cl (0.50, -1.77, -0.70)
C (-1.72, -0.99, -3.67)
C (-0.72, 1.72, -2.51)
C (-1.82, -0.42, -0.84)
H (-1.78, -0.39, -4.58)
H (-2.73, -1.06, -3.25)
H (-1.37, -2.00, -3.93)
H (-1.62, -1.33, -0.27)
H (-2.88, -0.43, -1.15)
H (-1.66, 0.43, -0.14)
H (-0.49, 1.97, -3.55)
H (0.07, 2.17, -1.89)
H (-1.70, 2.13, -2.25)
C (2.88, -0.37, 4.59)
C (2.26, 0.97, 4.23)
C (2.80, 2.14, 5.07)
C (2.32, 1.31, 2.74)
H (2.31, -1.19, 4.12)
H (3.93, -0.45, 4.27)
H (2.84, -0.53, 5.68)
H (1.19, 0.89, 4.48)
H (3.85, 2.37, 4.84)
H (2.20, 3.04, 4.87)
H (2.72, 1.93, 6.15)
H (2.22, 2.40, 2.62)
H (3.28, 1.01, 2.29)

Values from the calculation:
orbital gap = 7.272 eV
E_LUMO = -0.0101 Ha
max |F| = 2.687 eV Å⁻¹
HOMO = -0.277 Eh
E_tot = -79599.2332 eV
spin multiplicity = 1

(5)
This record from the Open Molecules 2025 dataset describes an isolated ion of composition C4H11N2O and charge -1. The level of theory is ωB97M-V/def2-TZVPD.

Positions of all 18 atoms, in Å:
N (-2.35, 1.43, -0.12)
C (-1.48, 1.19, 1.08)
C (-0.38, 0.16, 0.77)
N (0.53, 0.59, -0.23)
C (1.55, -0.26, -0.74)
C (1.30, -1.84, -0.78)
O (2.32, -2.57, -1.30)
H (-1.86, 1.68, -0.98)
H (-2.94, 0.61, -0.43)
H (-2.02, 0.75, 1.92)
H (-0.97, 2.12, 1.44)
H (0.18, -0.15, 1.79)
H (-0.75, -0.72, 0.48)
H (0.98, 1.43, 0.18)
H (1.79, -0.09, -1.84)
H (2.54, -0.26, -0.21)
H (0.42, -2.00, -1.47)
H (1.14, -2.07, 0.43)

Values from the calculation:
orbital gap = 6.088 eV
charge = -1
E_LUMO = 0.1385 Ha
structure (SMILES) = NCCNCC[O-]
max |F| = 4.573 eV Å⁻¹
HOMO = -0.085 Eh
E_tot = -9352.0308 eV
spin multiplicity = 1

(6)
This record from the Open Molecules 2025 dataset describes a 2-piece molecular cluster, C3H4F3NO overall. The level of theory is ωB97M-V/def2-TZVPD.

Positions of all 12 atoms, in Å:
C (0.71, -1.71, 0.17)
C (0.37, -0.45, 0.13)
C (-1.62, -0.01, -0.10)
N (1.10, 1.70, -0.34)
O (1.16, 0.57, 0.49)
F (-1.82, 1.30, 0.25)
F (-1.98, -0.33, -1.33)
F (-2.27, -0.75, 0.75)
H (1.69, -2.03, 0.29)
H (0.09, -2.52, 0.08)
H (0.54, 2.39, 0.16)
H (2.05, 1.85, -0.55)

Values from the calculation:
orbital gap = 10.517 eV
E_LUMO = 0.0345 Ha
max |F| = 5.209 eV Å⁻¹
HOMO = -0.352 Eh
E_tot = -14861.6098 eV
spin multiplicity = 1

(7)
This record from the Open Molecules 2025 dataset describes one molecule with the formula C6H12NOP. The level of theory is ωB97M-V/def2-TZVPD.

Positions of all 21 atoms, in Å:
C (1.19, -1.97, -0.25)
C (-0.24, -1.71, -0.76)
C (1.75, -0.55, -0.04)
C (-1.47, 0.57, -0.64)
C (-0.21, -0.23, -1.20)
C (-0.86, 2.43, 1.87)
N (1.02, 0.34, -0.87)
O (-1.88, 0.22, 0.64)
P (-1.86, 0.88, 2.12)
H (1.20, -2.55, 0.67)
H (1.78, -2.49, -1.00)
H (-0.50, -2.36, -1.60)
H (-0.97, -1.86, 0.03)
H (1.64, -0.23, 1.01)
H (2.82, -0.47, -0.27)
H (-1.27, 1.63, -0.75)
H (-2.31, 0.29, -1.28)
H (-0.36, -0.10, -2.28)
H (-1.49, 3.30, 1.69)
H (-0.16, 2.30, 1.04)
H (-0.29, 2.60, 2.78)

Values from the calculation:
orbital gap (spin up / spin down) = 8.915 / 6.950 eV
E_LUMO (spin up / spin down) = -0.0004 / -0.0073 Ha
max |F| = 1.897 eV Å⁻¹
HOMO (spin up / spin down) = -0.328 / -0.263 Eh
E_tot = -19240.2089 eV
spin multiplicity = 1

(8)
This record from the Open Molecules 2025 dataset describes a 8-piece molecular cluster, C30H46O18S overall. The level of theory is ωB97M-V/def2-TZVPD.

Positions of all 95 atoms, in Å:
O (4.58, 0.67, 4.54)
C (3.52, 1.09, 4.15)
O (3.50, 2.30, 3.55)
C (2.25, 2.81, 3.33)
C (1.22, 1.71, 3.77)
C (2.06, 0.56, 4.30)
H (2.09, 2.97, 2.26)
H (2.07, 3.75, 3.86)
H (0.68, 1.34, 2.90)
H (0.58, 2.12, 4.54)
H (1.96, -0.36, 3.72)
H (2.04, 0.39, 5.37)
O (0.67, 4.43, 0.40)
C (0.82, 5.63, 0.67)
O (0.33, 6.20, 1.77)
C (0.80, 7.50, 1.86)
C (2.03, 7.53, 0.97)
C (1.64, 6.65, -0.15)
H (0.99, 7.86, 2.87)
H (0.09, 8.21, 1.43)
H (2.86, 7.13, 1.55)
H (2.20, 8.52, 0.55)
H (2.41, 6.16, -0.74)
H (0.93, 7.10, -0.84)
O (-2.27, -5.34, 1.65)
C (-3.15, -4.71, 1.03)
O (-4.18, -5.23, 0.41)
C (-5.23, -4.30, -0.09)
C (-4.49, -2.98, 0.08)
C (-3.42, -3.25, 1.09)
H (-6.03, -4.62, 0.58)
H (-5.50, -4.55, -1.11)
H (-5.15, -2.25, 0.55)
H (-4.12, -2.64, -0.88)
H (-3.67, -3.07, 2.14)
H (-2.50, -2.69, 0.89)
O (-2.95, 4.80, 2.43)
C (-2.91, 3.61, 2.61)
O (-3.00, 3.07, 3.82)
C (-3.03, 1.62, 3.73)
C (-2.70, 1.29, 2.31)
C (-2.78, 2.53, 1.50)
H (-3.97, 1.25, 4.15)
H (-2.19, 1.18, 4.27)
H (-3.35, 0.52, 1.89)
H (-1.64, 1.04, 2.33)
H (-3.68, 2.55, 0.88)
H (-1.85, 2.74, 0.97)
O (-2.98, -3.70, -6.75)
C (-2.34, -3.88, -5.72)
O (-1.19, -3.23, -5.56)
C (-0.62, -3.60, -4.31)
C (-1.27, -4.95, -3.96)
C (-2.62, -4.90, -4.65)
H (-0.89, -2.74, -3.69)
H (0.47, -3.64, -4.24)
H (-1.47, -4.87, -2.89)
H (-0.68, -5.84, -4.16)
H (-3.54, -4.76, -4.07)
H (-2.79, -5.86, -5.15)
O (3.40, 0.52, -3.70)
C (2.43, 0.70, -4.41)
O (2.03, -0.33, -5.20)
C (0.86, 0.03, -5.93)
C (0.25, 0.92, -4.92)
C (1.42, 1.73, -4.35)
H (0.23, -0.84, -6.07)
H (1.08, 0.41, -6.93)
H (-0.25, 0.31, -4.16)
H (-0.57, 1.50, -5.34)
H (1.26, 2.12, -3.34)
H (1.70, 2.48, -5.09)
O (1.45, -5.99, 1.94)
C (2.19, -5.00, 1.80)
O (2.64, -4.46, 0.62)
C (3.47, -3.27, 0.85)
C (3.13, -2.92, 2.28)
C (2.95, -4.29, 2.99)
H (3.22, -2.55, 0.07)
H (4.50, -3.58, 0.67)
H (2.34, -2.18, 2.45)
H (4.04, -2.48, 2.68)
H (2.26, -4.14, 3.82)
H (3.87, -4.82, 3.24)
C (2.14, 0.83, -0.01)
C (0.79, 1.61, -0.36)
O (0.01, 0.59, -1.00)
S (0.33, -0.88, -0.37)
O (0.21, -1.95, -1.35)
O (-0.35, -0.93, 0.93)
O (1.92, -0.52, -0.17)
H (2.49, 1.04, 1.00)
H (2.92, 1.19, -0.69)
H (0.86, 2.38, -1.13)
H (0.17, 1.91, 0.48)

Values from the calculation:
orbital gap (spin up / spin down) = 1.714 / 9.617 eV
charge = -1
E_LUMO (spin up / spin down) = 0.0750 / 0.0734 Ha
max |F| = 4.207 eV Å⁻¹
HOMO (spin up / spin down) = 0.012 / -0.280 Eh
E_tot = -79543.3153 eV
spin multiplicity = 2

(9)
This record from the Open Molecules 2025 dataset describes C14H32BLaNO4P2S as an isolated structure. The level of theory is ωB97M-V/def2-TZVPD.

Positions of all 56 atoms, in Å:
La (-0.43, -0.57, -0.10)
H (-0.57, -4.91, -0.52)
H (0.41, -1.58, -2.69)
P (-2.37, -1.40, -1.97)
P (2.22, -1.55, 0.02)
C (2.26, -2.10, 1.78)
H (3.31, -2.14, 2.09)
H (1.71, -1.39, 2.43)
H (1.81, -3.10, 1.88)
C (3.09, -2.91, -0.78)
H (3.47, -2.60, -1.76)
H (3.93, -3.22, -0.15)
H (2.40, -3.75, -0.90)
C (3.50, -0.26, 0.08)
H (3.11, 0.63, 0.59)
H (4.37, -0.65, 0.63)
H (3.79, 0.01, -0.94)
C (-3.17, -2.99, -2.27)
H (-4.23, -2.83, -2.50)
H (-2.70, -3.53, -3.10)
H (-3.10, -3.61, -1.37)
C (-3.58, -0.63, -0.85)
H (-3.31, 0.37, -0.49)
H (-4.48, -0.55, -1.47)
H (-3.81, -1.26, 0.02)
C (-2.67, -0.49, -3.50)
H (-2.30, -1.04, -4.38)
H (-3.75, -0.33, -3.59)
H (-2.17, 0.49, -3.47)
C (0.67, 0.66, -2.03)
O (1.15, 1.15, -2.97)
H (0.18, -1.90, -4.27)
H (1.70, -2.10, -3.57)
H (1.24, -4.25, -2.48)
H (-0.74, -4.03, -3.29)
B (0.36, -3.67, -3.02)
N (0.69, -2.25, -3.45)
H (-0.71, -5.58, -0.22)
C (1.40, 6.23, 4.01)
C (0.64, 5.03, 3.53)
C (-0.72, 5.12, 3.19)
C (-1.41, 4.03, 2.68)
C (-0.73, 2.83, 2.46)
C (0.61, 2.70, 2.82)
C (1.29, 3.81, 3.34)
S (-1.62, 1.48, 1.73)
O (-3.00, 1.53, 2.11)
O (-1.42, 1.56, 0.22)
O (-0.87, 0.22, 2.12)
H (1.36, 7.02, 3.25)
H (0.95, 6.63, 4.93)
H (2.44, 5.96, 4.19)
H (-1.24, 6.07, 3.32)
H (-2.46, 4.14, 2.42)
H (1.14, 1.76, 2.67)
H (2.35, 3.71, 3.59)

Values from the calculation:
orbital gap (spin up / spin down) = 4.646 / 6.201 eV
charge = +2
E_LUMO (spin up / spin down) = -0.2827 / -0.2795 Ha
max |F| = 2.183 eV Å⁻¹
HOMO (spin up / spin down) = -0.453 / -0.507 Eh
E_tot = -55650.4624 eV
spin multiplicity = 2

(10)
This record from the Open Molecules 2025 dataset describes C4H5O6Yb as an isolated structure. The level of theory is ωB97M-V/def2-TZVPD.

Positions of all 16 atoms, in Å:
H (0.36, 0.29, -0.37)
O (-1.05, -2.46, -0.70)
C (-0.80, -1.64, 0.23)
O (0.32, -1.70, 0.80)
O (-1.51, -0.52, 0.24)
C (-1.32, 0.47, 1.28)
O (0.68, 1.25, 0.08)
C (2.29, 0.27, -2.11)
C (-0.48, 1.64, 0.80)
O (1.60, -0.72, -2.09)
O (3.30, 0.80, -2.22)
Yb (1.05, -2.99, -1.47)
H (-0.87, 0.01, 2.17)
H (-2.33, 0.82, 1.51)
H (-1.11, 2.30, 0.18)
H (-0.13, 2.19, 1.68)

Values from the calculation:
orbital gap (spin up / spin down) = 9.077 / 4.531 eV
charge = +2
E_LUMO (spin up / spin down) = -0.3224 / -0.4814 Ha
max |F| = 4.606 eV Å⁻¹
HOMO (spin up / spin down) = -0.656 / -0.648 Eh
E_tot = -48024.1895 eV
spin multiplicity = 2

(11)
This record from the Open Molecules 2025 dataset describes C4H12BBeCl8 as an isolated structure. The level of theory is ωB97M-V/def2-TZVPD.

Positions of all 26 atoms, in Å:
Be (-1.47, 1.51, -0.94)
B (-0.12, 0.88, 0.20)
H (-0.08, 0.64, -0.85)
H (0.55, 0.25, 0.75)
H (0.07, 1.92, 0.44)
H (-1.10, 0.65, 0.59)
C (0.46, -0.62, -2.27)
Cl (0.98, -1.85, -3.42)
Cl (-1.16, -0.05, -2.50)
H (0.56, -0.99, -1.25)
H (1.05, 0.30, -2.30)
C (-0.55, 0.21, 2.53)
Cl (-0.22, -0.50, 4.16)
Cl (-2.20, 0.70, 2.49)
H (0.06, 1.09, 2.35)
H (-0.34, -0.57, 1.80)
C (-1.36, -1.66, 0.26)
Cl (-1.46, -2.59, -1.30)
Cl (-2.37, -0.20, 0.07)
H (-1.47, -2.26, 1.16)
H (-0.30, -1.42, 0.27)
C (1.99, 0.93, -0.38)
Cl (3.28, 2.12, -0.47)
Cl (2.38, -0.55, -1.21)
H (1.76, 0.75, 0.67)
H (1.08, 1.30, -0.85)

Values from the calculation:
orbital gap = 5.836 eV
charge = +1
E_LUMO = -0.2569 Ha
max |F| = 9.202 eV Å⁻¹
HOMO = -0.471 Eh
E_tot = -105577.0974 eV
spin multiplicity = 1

(12)
This record from the Open Molecules 2025 dataset describes one molecule with the formula O5S2. The level of theory is ωB97M-V/def2-TZVPD.

Positions of all 7 atoms, in Å:
O (-0.31, 0.00, 1.14)
O (1.41, -1.38, 0.02)
O (-0.20, 0.10, -1.14)
O (-2.45, 0.52, -0.03)
O (1.83, 1.04, -0.01)
S (0.87, -0.03, -0.04)
S (-1.45, -0.48, 0.05)

Values from the calculation:
orbital gap = 10.786 eV
E_LUMO = -0.0452 Ha
max |F| = 5.042 eV Å⁻¹
HOMO = -0.442 Eh
E_tot = -31905.5792 eV
spin multiplicity = 1